[1]
Here is a molecular structure, C29H31N3O5RbS3Se3Te from the OMol25 dataset. Energies are from ωB97M-V with the def2-TZVPD basis set.

```
76
Properties=species:S:1:pos:R:3
Rb 0.2622 1.0589 0.3293
O -0.3727 -0.2157 2.2189
S -0.1088 0.0577 3.6663
C -1.7728 0.1253 4.4212
C -2.8251 0.6043 3.4151
C -3.3050 -0.4923 2.4532
C -4.0723 0.0810 1.2522
S -3.3648 -0.4301 -0.3431
O -1.8709 -0.4694 -0.1525
C -3.9186 -2.1256 -0.2774
C -5.1570 -2.4495 -0.8259
C -5.5692 -3.7726 -0.8214
C -4.7332 -4.7557 -0.2934
C -3.4964 -4.4180 0.2368
C -3.0792 -3.0927 0.2499
C 0.2287 1.8332 3.8221
C 0.9352 2.2062 4.9601
C 1.2987 3.5331 5.1384
C 0.9727 4.4816 4.1722
C 0.2710 4.1065 3.0354
C -0.1057 2.7818 2.8531
H -1.6853 0.7864 5.2867
H -1.9846 -0.8895 4.7733
H -2.4091 1.4279 2.8287
H -3.6765 1.0151 3.9610
H -3.9262 -1.2116 2.9916
H -2.4322 -1.0295 2.0870
H -4.0359 1.1745 1.2249
H -5.1178 -0.2315 1.2019
H -5.7814 -1.6751 -1.2667
H -6.5284 -4.0419 -1.2481
H -5.0443 -5.7934 -0.3205
H -2.8214 -5.1754 0.6174
H -2.0993 -2.8349 0.6441
H 1.2163 1.4521 5.6922
H 1.8583 3.8248 6.0192
H 1.2765 5.5132 4.3016
H 0.0178 4.8335 2.2726
H -0.6488 2.5218 1.9589
Se 0.8440 -4.1062 0.8622
Se 0.0199 -3.8003 -1.2721
Te 0.1022 -1.3601 -1.9898
Se -1.1611 -1.8154 -3.9978
O 2.4675 0.2331 2.7209
N 2.5146 -0.3947 1.7268
C 3.8532 -4.7142 -1.5814
C 3.3940 -3.3020 -1.6782
C 2.8379 -2.7327 -2.7414
C 2.2642 -1.3669 -2.6704
N 2.8146 -0.5773 -1.5716
C 3.3324 -1.1897 -0.5874
S 3.9103 -0.1672 0.7623
N 3.5709 -2.5309 -0.5136
C 2.3296 -0.5880 -3.9730
H 3.7058 -5.2227 -2.5318
H 3.2608 -5.2254 -0.8147
H 4.9113 -4.7678 -1.3032
H 2.7145 -3.2985 -3.6561
H 3.6888 -2.9912 0.3740
H 3.3768 -0.4256 -4.2466
H 1.8490 0.3841 -3.8667
H 1.8281 -1.1381 -4.7677
O 0.7347 2.6209 -1.4729
C 0.0100 3.4519 -0.8801
O -1.0942 3.2093 -0.3109
C 0.5442 4.8795 -0.7664
C -0.3131 5.9263 -0.4394
C 0.1715 7.2248 -0.3187
C 1.5251 7.4831 -0.5108
C 2.3867 6.4403 -0.8352
C 1.8951 5.1451 -0.9701
H -1.3609 5.6978 -0.2811
H -0.5039 8.0360 -0.0736
H 1.9050 8.4931 -0.4143
H 3.4413 6.6385 -0.9899
H 2.5421 4.3187 -1.2424
```

Computed properties:
- gap between HOMO and LUMO (eV) = 5.49
- E_LUMO (eV) = 1.81
- E_tot (a.u.) = -10355.10223
- net charge = -1

---

[2]
Here is C29H31N3O6 in the gas phase from the OMol25 dataset. Energies are from ωB97M-V with the def2-TZVPD basis set.

```
69
Properties=species:S:1:pos:R:3
C -7.0966 -1.0869 0.0251
O -7.1924 0.2294 0.5138
C -6.4166 0.4638 1.6645
C -4.9629 0.7247 1.3901
C -4.4979 1.0560 0.1886
C -3.1063 1.3755 -0.1056
C -2.3192 2.0093 0.8050
C -0.9505 2.3387 0.5543
C -0.1139 2.8353 1.5118
C 1.2809 3.0406 1.2941
O 2.0821 3.2898 2.1793
C 1.7989 2.9601 -0.1632
C 2.1518 4.3753 -0.6242
O 3.0237 2.2057 -0.1542
C 2.8528 0.9114 -0.0100
O 1.7630 0.3734 0.0517
C 4.1304 0.1532 0.0696
C 4.0937 -1.2323 0.3704
N 5.1766 -1.9510 0.4547
C 6.3551 -1.3233 0.2460
C 7.5611 -2.0459 0.3249
C 8.7504 -1.4045 0.1141
C 8.7885 -0.0296 -0.1817
C 7.6366 0.7006 -0.2673
C 6.3930 0.0699 -0.0550
N 5.2584 0.7862 -0.1398
C 0.8709 2.3185 -1.1990
O 1.2800 2.0779 -2.3170
C -0.5037 2.0517 -0.7824
C -1.3334 1.4121 -1.6527
N -2.5993 1.0552 -1.3558
C -3.2761 0.1098 -2.2201
C -3.1792 -1.3068 -1.6456
C -1.7340 -1.8347 -1.6251
O -1.6227 -3.0104 -0.8651
C -1.3731 -2.8249 0.5260
C -1.8400 -4.0992 1.2231
C 0.1078 -2.5595 0.7996
H -7.7227 -1.1315 -0.8637
H -6.0671 -1.3522 -0.2399
H -7.4654 -1.8086 0.7640
H -6.5154 -0.3729 2.3727
H -6.8484 1.3549 2.1373
H -4.3082 0.6317 2.2446
H -5.2049 1.1165 -0.6277
H -2.7373 2.2710 1.7638
H -0.4706 2.9903 2.5190
H 2.5750 4.3318 -1.6249
H 1.2580 4.9951 -0.6293
H 2.8823 4.7925 0.0640
H 3.1470 -1.7263 0.5391
H 7.5111 -3.0989 0.5539
H 9.6787 -1.9536 0.1743
H 9.7449 0.4460 -0.3413
H 7.6386 1.7556 -0.4913
H -0.9665 1.1635 -2.6386
H -4.3236 0.3930 -2.3421
H -2.7985 0.1430 -3.2014
H -3.5663 -1.3067 -0.6238
H -3.7979 -1.9825 -2.2371
H -1.4229 -2.0984 -2.6406
H -1.0517 -1.0639 -1.2453
H -1.9650 -1.9711 0.8960
H -1.6991 -4.0142 2.2967
H -1.2667 -4.9440 0.8524
H -2.8913 -4.2785 1.0125
H 0.7021 -3.3732 0.3907
H 0.2775 -2.4989 1.8713
H 0.4364 -1.6243 0.3515
```

Computed properties:
- gap between HOMO and LUMO (eV) = 7.21
- relative energy (zero: lowest compared OMol25 entry of this formula, charge and spin) (kcal/mol) = 58.2
- E_LUMO (eV) = -0.43
- SMILES = COC/C=C/C1=CC2=CC(=O)[C@@](C)(OC(=O)c3cnc4ccccc4n3)C(=O)C2=CN1CCCOC(C)C
- E_tot (a.u.) = -1739.36043